ORCA calculation (ωB97M-V with the def2-TZVPD basis set) on a structure of composition C19H29MnN5S.

CARTESIAN COORDINATES (ANGSTROEM)
Mn 0.2443 -0.6880 0.3550
C 1.7346 -1.5438 3.1061
N 1.9665 -0.7642 1.8727
C 2.2721 0.6276 2.2624
C 3.1113 -1.3581 1.1507
C 3.1961 -0.8552 -0.2726
N 1.9471 -1.1117 -1.0278
C 1.8625 -2.5395 -1.4085
C 1.9630 -0.2866 -2.2515
H 2.6445 -1.5681 3.7129
H 1.4428 -2.5617 2.8547
H 0.9428 -1.0852 3.6932
H 3.1277 0.6573 2.9444
H 1.4087 1.0580 2.7691
H 2.5021 1.2357 1.3889
H 2.9907 -2.4415 1.1684
H 4.0497 -1.1409 1.6727
H 4.0434 -1.3267 -0.7819
H 3.3761 0.2199 -0.2906
H 2.7164 -2.8310 -2.0269
H 0.9493 -2.7101 -1.9763
H 1.8411 -3.1736 -0.5236
H 2.8321 -0.5291 -2.8701
H 2.0029 0.7674 -1.9826
H 1.0673 -0.4692 -2.8401
C -5.5836 -3.3029 0.0051
C -4.2323 -2.7180 -0.2231
C -3.6573 -2.5009 -1.4420
C -2.3621 -1.9688 -1.4947
N -1.6786 -1.6779 -0.3857
C -2.2574 -1.8505 0.8300
S -1.4270 -1.4103 2.2168
N -3.5089 -2.3774 0.8734
C -1.7063 -1.7451 -2.8141
H -6.0988 -3.4591 -0.9379
H -6.1858 -2.6428 0.6315
H -5.4901 -4.2633 0.5168
H -4.1944 -2.7405 -2.3474
H -3.9111 -2.5044 1.7950
H -2.4115 -1.3187 -3.5268
H -1.3743 -2.7035 -3.2219
H -0.8502 -1.0854 -2.7215
N -0.0818 1.3581 -0.0166
C -0.0253 2.5065 0.0231
C 0.0262 3.9379 0.0765
C 0.2278 4.6584 -1.1023
C 0.2683 6.0388 -1.0369
C 0.1093 6.6795 0.1867
C -0.0888 5.9536 1.3554
C -0.1330 4.5726 1.3095
H 0.3446 4.1450 -2.0477
H 0.4206 6.6169 -1.9377
H 0.1351 7.7605 0.2292
H -0.2125 6.4659 2.2992
H -0.2959 3.9940 2.2093

Output
Highest occupied orbital energy (alpha / beta): -14.38 / -14.75 eV
Charge: +2
⟨S²⟩: 8.754
LUMO (alpha / beta): -0.22232 / -0.22579 Ha
Spin multiplicity: 6
Orbital gap (alpha / beta): 8.335 / 8.604 eV
Max |F|: 0.457 eV/Å

Table of natural (NBO) atomic charges, one value per atom, all in e:
1 Mn 1.445
2 C -0.414
3 N -0.530
4 C -0.427
5 C -0.242
6 C -0.242
7 N -0.539
8 C -0.425
9 C -0.415
10 H 0.210
11 H 0.216
12 H 0.219
13 H 0.216
14 H 0.216
15 H 0.203
16 H 0.216
17 H 0.225
18 H 0.226
19 H 0.215
20 H 0.218
21 H 0.209
22 H 0.212
23 H 0.216
24 H 0.213
25 H 0.205
26 C -0.672
27 C 0.362
28 C -0.335
29 C 0.386
30 N -0.656
31 C 0.274
32 S -0.166
33 N -0.513
34 C -0.664
35 H 0.261
36 H 0.260
37 H 0.266
38 H 0.262
39 H 0.450
40 H 0.265
41 H 0.265
42 H 0.215
43 N -0.616
44 C 0.526
45 C -0.177
46 C -0.157
47 C -0.196
48 C -0.131
49 C -0.196
50 C -0.157
51 H 0.232
52 H 0.245
53 H 0.244
54 H 0.245
55 H 0.232

***

ORCA calculation (ωB97M-V with the def2-TZVPD basis set) on the ion C19H29N2O2 with charge +1 in a non-equilibrium geometry.

CARTESIAN COORDINATES (ANGSTROEM)
C 3.7823 1.0299 1.2864
C 4.9891 1.6665 0.9975
C 5.9000 0.9665 0.2466
C 5.6270 -0.3295 -0.2090
C 4.4437 -0.9590 0.0779
C 3.5096 -0.2543 0.8472
C 2.2031 -0.9281 1.1771
N 1.5179 -1.3247 -0.0467
C 0.4081 -2.2240 0.1141
C -0.8792 -1.5077 0.5574
N -1.2414 -0.4584 -0.4305
C -2.6232 0.0960 -0.1320
C -2.8586 1.4828 -0.7296
C -4.1112 2.1654 -0.1636
C -5.4209 1.3834 -0.2508
C -5.4929 0.2233 0.7434
C -4.8732 -1.0843 0.2412
C -3.6571 -0.9018 -0.6710
C -0.1150 0.5048 -0.5208
C 1.1702 -0.2451 -0.9296
O 6.6881 -0.7870 -0.9300
C 7.6572 0.2429 -0.8981
O 7.1363 1.3432 -0.1792
H 3.0534 1.5576 1.8838
H 5.2017 2.6613 1.3489
H 4.2362 -1.9556 -0.2711
H 1.5984 -0.2638 1.8143
H 2.4052 -1.8427 1.7400
H 0.6611 -2.9896 0.8482
H 0.2298 -2.7251 -0.8450
H -0.7245 -1.0208 1.5221
H -1.6953 -2.2232 0.6541
H -1.3002 -0.9112 -1.3515
H -2.6903 0.1674 0.9570
H -2.9435 1.4062 -1.8158
H -2.0293 2.1505 -0.4967
H -3.9306 2.4172 0.8838
H -4.2294 3.1053 -0.7046
H -6.2238 2.0825 -0.0139
H -5.5960 1.0308 -1.2671
H -5.0115 0.5339 1.6729
H -6.5366 0.0239 0.9853
H -5.6190 -1.6431 -0.3251
H -4.5976 -1.6960 1.1026
H -3.9937 -0.5630 -1.6515
H -3.2106 -1.8887 -0.8165
H 0.0105 0.9868 0.4496
H -0.3295 1.2587 -1.2758
H 1.9991 0.4634 -0.9595
H 1.0371 -0.6538 -1.9379
H 7.8991 0.5541 -1.9253
H 8.5698 -0.1235 -0.4030

Output
SMILES: c1cc2c(cc1CN1CC[NH+](C3CCCCCC3)CC1)OCO2
Highest occupied orbital energy: -10.35 eV
Charge: +1
LUMO: -0.08694 Ha
Energy relative to the best compared isomer or geometry (same formula, charge and spin): 182.4 kJ/mol
Spin multiplicity: 1
Orbital gap: 7.981 eV
Max |F|: 1.316 eV/Å

Table of natural (NBO) atomic charges, one value per atom, all in e:
1 C -0.216
2 C -0.254
3 C 0.234
4 C 0.316
5 C -0.289
6 C -0.061
7 C -0.227
8 N -0.433
9 C -0.232
10 C -0.246
11 N -0.349
12 C -0.026
13 C -0.424
14 C -0.387
15 C -0.412
16 C -0.408
17 C -0.396
18 C -0.424
19 C -0.250
20 C -0.246
21 O -0.482
22 C 0.232
23 O -0.465
24 H 0.209
25 H 0.237
26 H 0.234
27 H 0.165
28 H 0.218
29 H 0.238
30 H 0.203
31 H 0.224
32 H 0.236
33 H 0.425
34 H 0.218
35 H 0.211
36 H 0.219
37 H 0.203
38 H 0.230
39 H 0.231
40 H 0.201
41 H 0.195
42 H 0.232
43 H 0.224
44 H 0.208
45 H 0.220
46 H 0.209
47 H 0.223
48 H 0.239
49 H 0.257
50 H 0.203
51 H 0.168
52 H 0.167

***

ORCA calculation (ωB97M-V with the def2-TZVPD basis set) on the molecule C19H29N3O4.

CARTESIAN COORDINATES (ANGSTROEM)
C -3.4376 -2.8925 0.1789
O -2.6657 -2.2316 1.1487
C -1.3065 -2.1977 0.9926
C -0.6225 -3.0491 0.1329
C 0.7589 -3.0468 0.0463
C 1.5096 -2.1740 0.8193
C 3.0121 -2.1349 0.7442
C 3.5259 -1.9962 -0.6980
N 2.8059 -0.9817 -1.4382
C 3.0609 0.3310 -1.2547
O 3.9904 0.7230 -0.5777
C 2.1861 1.3255 -2.0269
C 1.8152 2.4784 -1.0840
C 0.7100 2.0362 -0.1273
N -0.4535 1.6192 -0.8872
C -1.7479 1.7622 -0.4326
O -2.5656 0.8591 -0.5148
N -2.0719 2.9899 0.0799
C -1.4322 4.2203 -0.3190
C -3.3747 3.1582 0.6807
C -0.1642 0.4339 -1.6695
C 0.9180 0.7835 -2.6916
C 0.8306 -1.3030 1.6565
C -0.5575 -1.2885 1.7641
O -1.0347 -0.3710 2.6477
C -2.4133 -0.0656 2.6982
H -4.4726 -2.6565 0.4221
H -3.2120 -2.5255 -0.8265
H -3.2990 -3.9789 0.2179
H -1.1754 -3.7478 -0.4746
H 1.2432 -3.7444 -0.6209
H 3.4336 -3.0455 1.1768
H 3.3745 -1.2847 1.3227
H 4.5780 -1.7033 -0.6748
H 3.4287 -2.9377 -1.2414
H 1.9336 -1.2675 -1.8483
H 2.8483 1.7208 -2.8081
H 2.6990 2.7678 -0.5149
H 1.4785 3.3367 -1.6690
H 0.4460 2.8348 0.5624
H 1.0729 1.1848 0.4673
H -2.1838 4.8994 -0.7342
H -0.6860 4.0278 -1.0846
H -0.9613 4.7187 0.5338
H -3.8055 2.1771 0.8622
H -3.2745 3.6970 1.6252
H -4.0454 3.7191 0.0217
H -1.0837 0.1277 -2.1720
H 0.1525 -0.3870 -1.0112
H 1.1371 -0.0767 -3.3269
H 0.5233 1.5697 -3.3406
H 1.3751 -0.6010 2.2705
H -2.4849 0.8140 3.3386
H -2.9884 -0.8845 3.1355
H -2.8049 0.1636 1.7066

Output
SMILES: COc1ccc(CCNC(=O)C2CCN(C(=O)N(C)C)CC2)cc1OC
Highest occupied orbital energy: -7.94 eV
Charge: 0
LUMO: 0.02707 Ha
Energy relative to the best compared isomer or geometry (same formula, charge and spin): 176.2 kJ/mol
Spin multiplicity: 1
Orbital gap: 8.676 eV
Max |F|: 0.633 eV/Å

Table of natural (NBO) atomic charges, one value per atom, all in e:
1 C -0.247
2 O -0.508
3 C 0.215
4 C -0.290
5 C -0.206
6 C -0.036
7 C -0.436
8 C -0.215
9 N -0.621
10 C 0.685
11 O -0.643
12 C -0.316
13 C -0.403
14 C -0.213
15 N -0.490
16 C 0.810
17 O -0.678
18 N -0.455
19 C -0.409
20 C -0.406
21 C -0.230
22 C -0.404
23 C -0.274
24 C 0.342
25 O -0.514
26 C -0.254
27 H 0.200
28 H 0.185
29 H 0.169
30 H 0.219
31 H 0.198
32 H 0.218
33 H 0.225
34 H 0.229
35 H 0.194
36 H 0.403
37 H 0.236
38 H 0.242
39 H 0.199
40 H 0.216
41 H 0.195
42 H 0.195
43 H 0.219
44 H 0.192
45 H 0.239
46 H 0.191
47 H 0.185
48 H 0.236
49 H 0.193
50 H 0.206
51 H 0.217
52 H 0.224
53 H 0.180
54 H 0.182
55 H 0.207

***

> The lowest charge belongs to which entry?

C19H29N3O4

***

> Which formula does entry 2 have?

C19H29N2O2